Run w
This record from the Open Molecules 2025 dataset describes C3H9NS2 in the gas phase. The level of theory is ωB97M-V/def2-TZVPD.

Last column: Mulliken charge in e.
Positions of all 15 atoms, in Å:
S  -1.5681  -2.0039  -0.6852  -0.2307
S  0.1867  -0.9539  -0.6153  -0.0547
N  1.5056  1.8338  -0.4150  -0.5620
C  -0.2572  0.4327  0.4759  -0.7949
C  0.9931  1.2344  0.8041  0.1094
C  0.6651  2.2819  1.8869  -1.3610
H  1.5906  2.7689  2.1862  0.3470
H  -1.0179  1.0326  -0.0203  0.4280
H  0.9940  2.6529  -0.7225  0.2124
H  0.1672  1.8572  2.7531  0.3818
H  0.0166  3.0090  1.3993  0.3120
H  -2.2552  -1.0912  -1.3863  0.1464
H  -0.6400  0.0112  1.4011  0.4091
H  1.7614  0.5495  1.1570  0.4275
H  2.4790  2.1081  -0.4127  0.2298

- multiplicity = 1
- frontier orbital gap (eV) = 9.24
- molecular weight (Da) = 123.25
- E_HOMO (eV) = -8.47
- LUMO (eV) = 0.8
- SMILES = C[C@H](N)CSS



Run x
This record from the Open Molecules 2025 dataset describes C3H9NS2 in the gas phase. The level of theory is ωB97M-V/def2-TZVPD.

Last column: Mulliken charge in e.
Positions of all 15 atoms, in Å:
S  0.1038  -1.0449  -2.1829  -0.0211
S  0.2138  -3.0066  -1.7861  -0.2415
N  -1.1281  1.1860  -0.3984  -0.5480
C  0.7226  -0.3054  -0.7289  -0.9808
C  0.3917  0.8526  1.5683  -1.3569
C  -0.2567  0.2294  0.3112  0.5312
H  1.3503  1.2319  1.2197  0.3332
H  -0.7659  -3.3779  -0.9393  0.1279
H  1.6516  -0.7767  -0.3770  0.4902
H  -0.9534  -0.5778  0.5654  0.2503
H  -2.1161  1.0963  -0.2326  0.2055
H  -0.8455  2.1271  -0.1849  0.1979
H  0.6075  0.1300  2.3555  0.3205
H  1.2638  0.5886  -1.1247  0.2892
H  -0.2392  1.6475  1.9348  0.4023

- multiplicity = 1
- frontier orbital gap (eV) = 9.46
- molecular weight (Da) = 123.25
- E_HOMO (eV) = -8.74
- LUMO (eV) = 0.7
- SMILES = C[C@@H](N)CSS



Which of them is least stable? Easy: run x.



Run w
This record from the Open Molecules 2025 dataset describes a molecular structure, C5H9NS2. The level of theory is ωB97M-V/def2-TZVPD.

Last column: Mulliken charge in e.
Positions of all 17 atoms, in Å:
S  1.3101  -1.6063  -0.2266  -0.2944
S  1.9429  1.1230  -0.1909  -0.2170
N  -0.7984  1.6950  0.2924  -0.8077
C  -2.7420  0.0819  -0.8330  -1.3674
C  -1.5254  -0.7583  -0.2167  0.1067
C  -0.5790  0.2039  0.3746  0.6153
C  0.7533  -0.1096  0.2029  0.0919
C  -1.2256  -0.7267  1.2628  -0.9490
H  -1.8605  -0.4879  2.1473  0.2371
H  -3.1116  0.9884  -0.3474  0.2049
H  1.2368  2.2261  0.7425  0.1937
H  -2.7481  0.3613  -1.9045  0.3798
H  -1.9402  2.2646  0.8493  0.2962
H  -3.6609  -0.4032  -1.0511  0.4535
H  -1.2751  -1.5738  -0.8207  0.4020
H  -0.5860  1.8204  -1.2346  0.3449
H  -0.6012  -1.4745  1.5092  0.3095

- multiplicity = 1
- frontier orbital gap (eV) = 8.01
- molecular weight (Da) = 147.27
- E_HOMO (eV) = -8.34
- LUMO (eV) = -0.3



Run x
This record from the Open Molecules 2025 dataset describes a molecular structure, C5H9NS2. The level of theory is ωB97M-V/def2-TZVPD.

Last column: Mulliken charge in e.
Positions of all 17 atoms, in Å:
S  0.4276  1.3372  1.1924  -0.1515
S  -0.9749  -1.3956  1.5485  -0.3987
N  -0.0034  -0.0612  3.4955  -0.5160
C  0.4724  0.5887  -0.5619  -0.1459
C  -0.3305  0.0922  2.1230  0.3210
C  -0.8814  0.6034  -1.3942  -0.3725
C  0.9762  -0.7079  -0.9571  -0.5216
C  -0.0330  -0.3668  -2.2723  -0.5541
H  1.3170  1.2996  -0.9458  0.2460
H  -0.8237  -1.2595  -2.5771  0.2606
H  -1.8861  0.1752  -0.9606  0.2392
H  -0.2304  1.2449  3.8238  0.2984
H  0.5460  0.0675  -3.1148  0.2841
H  2.1226  -0.7185  -1.1506  0.2353
H  -0.5203  -0.8074  3.9174  0.2510
H  0.9324  -1.7314  -0.4374  0.2579
H  -1.1104  1.6397  -1.7288  0.2669

- multiplicity = 1
- frontier orbital gap (eV) = 8.31
- molecular weight (Da) = 147.27
- E_HOMO (eV) = -8.24
- LUMO (eV) = 0.1



Which of them is least stable? Easy: run w.



Run w
This record from the Open Molecules 2025 dataset describes C4H11N3 in the gas phase. The level of theory is ωB97M-V/def2-TZVPD.

Last column: Mulliken charge in e.
Positions of all 18 atoms, in Å:
N  -1.8543  -0.0660  1.1761  -0.5801
N  -0.5471  -0.8472  -1.4679  -0.3615
N  0.2414  1.0790  0.9630  -0.1295
C  0.9130  -0.2081  0.7561  -0.8804
C  0.7298  -0.2931  -1.8033  -0.6302
C  1.6946  -0.5811  -0.5695  -0.4520
C  -1.2116  1.0576  1.1896  -0.0767
H  1.7603  -0.2213  1.4683  0.3908
H  -0.8975  -1.1574  -2.3793  0.1956
H  -1.7221  1.9900  1.6482  0.2884
H  0.3885  -1.1451  1.2112  0.4192
H  2.5909  -0.0141  -0.6343  0.3819
H  0.6624  0.7396  -2.1021  0.2128
H  -2.8334  0.1254  1.4365  0.2297
H  -0.9083  -0.9857  -0.5675  0.1424
H  1.8084  -1.6813  -0.5937  0.2430
H  0.5922  1.9960  1.2267  0.2365
H  0.9237  -0.6587  -2.8502  0.3699

- multiplicity = 1
- frontier orbital gap (eV) = 8.87
- molecular weight (Da) = 101.15
- E_HOMO (eV) = -7.90
- LUMO (eV) = 1.0
- SMILES = [H]/N=C/NCCCN



Run x
This record from the Open Molecules 2025 dataset describes a molecular structure, C4H11N3. The level of theory is ωB97M-V/def2-TZVPD.

Last column: Mulliken charge in e.
Positions of all 18 atoms, in Å:
N  -1.7016  -1.4808  1.1271  -0.5355
N  1.4392  -0.8672  -0.3538  -0.5166
N  2.4733  1.2243  -0.5696  -0.4314
C  1.6872  0.3650  0.1518  0.7219
C  0.9113  0.7829  1.2395  -1.2234
C  -2.3733  -0.1700  -0.8483  -1.1374
C  -1.4855  -0.5339  0.3125  0.1225
H  -2.5029  -2.0759  0.8673  0.2256
H  -3.1816  -0.8988  -0.9984  0.3518
H  1.0437  1.8024  1.5807  0.3724
H  -1.7857  -0.1041  -1.7698  0.2321
H  -2.8115  0.8209  -0.6955  0.2471
H  1.6765  -1.0429  -1.3196  0.2387
H  2.7726  2.0689  -0.1117  0.2140
H  0.4786  -1.1912  -0.0914  0.2985
H  0.8611  0.0976  2.0779  0.3107
H  2.9453  0.8968  -1.3979  0.1884
H  -0.4468  0.3063  0.7991  0.3207

- multiplicity = 1
- frontier orbital gap (eV) = 7.64
- molecular weight (Da) = 101.15
- E_HOMO (eV) = -6.87
- LUMO (eV) = 0.8



Which of them is least stable? Easy: run x.



Run w
This record from the Open Molecules 2025 dataset describes 3 unconnected molecules or ions with the total composition C4H11N3. The level of theory is ωB97M-V/def2-TZVPD.

Last column: Mulliken charge in e.
Positions of all 18 atoms, in Å:
N  0.5328  1.9122  -0.1910  -0.6099
N  -1.7196  0.3199  0.8656  -0.5061
N  0.5128  -0.4229  0.5445  -0.2954
C  -2.4957  0.8021  -0.2517  -0.7316
C  0.4413  0.7222  0.0736  0.7124
C  0.0379  -1.7079  0.0463  -0.7847
C  2.6687  -0.3956  -0.0129  -1.1499
H  2.8982  -1.1993  0.6729  0.2976
H  0.8291  -2.4485  0.1566  0.3162
H  1.3755  2.2711  -0.6204  0.2622
H  -0.8054  -1.9875  0.6735  0.3622
H  -2.1028  1.7201  -0.7142  0.2946
H  -0.2774  -1.6637  -0.9972  0.2616
H  3.0915  0.5653  0.2520  0.4230
H  -2.5675  0.0316  -1.0261  0.2602
H  2.6951  -0.6439  -1.0673  0.3677
H  -3.5253  1.0327  0.0744  0.3032
H  -1.5890  1.0922  1.5215  0.2168

- multiplicity = 1
- frontier orbital gap (spin up / spin down) (eV) = 9.63 / 7.36
- molecular weight (Da) = 101.15
- E_HOMO (spin up / spin down) (eV) = -8.78 / -7.12
- LUMO (spin up / spin down) (eV) = 0.9 / 0.2



Run x
This record from the Open Molecules 2025 dataset describes a molecular structure, C4H11N3. The level of theory is ωB97M-V/def2-TZVPD.

Last column: Mulliken charge in e.
Positions of all 18 atoms, in Å:
N  -2.5030  0.2366  -0.5616  -0.5969
N  -1.5124  -1.1073  1.0893  -0.4826
N  1.0301  -0.0563  0.6752  -0.5552
C  0.9203  -0.7735  -1.1338  -0.8941
C  -0.0868  0.3848  -0.1185  0.1962
C  1.9991  0.9895  0.8814  -0.8919
C  -1.3581  -0.0834  0.1682  0.0829
H  -0.6758  -1.2124  1.6579  0.2704
H  1.5823  1.8111  1.4889  0.3234
H  1.9632  -0.5272  -1.3310  0.3718
H  -2.9502  -0.5536  -1.0179  0.2219
H  0.3431  -0.6058  -2.0556  0.3259
H  0.7912  -1.7902  -0.7887  0.3029
H  -2.3756  -1.0669  1.6157  0.2430
H  -0.0059  1.2998  -0.7125  0.2784
H  -2.3852  1.0112  -1.1974  0.2246
H  2.3514  1.4541  -0.0604  0.3004
H  2.8722  0.5895  1.4009  0.2788

- multiplicity = 1
- frontier orbital gap (spin up / spin down) (eV) = 6.91 / 7.31
- molecular weight (Da) = 101.15
- E_HOMO (spin up / spin down) (eV) = -5.91 / -6.36
- LUMO (spin up / spin down) (eV) = 1.0 / 0.9



Which of them is least stable? Easy: run w.



Run w
This record from the Open Molecules 2025 dataset describes a molecular structure, C4H11N3. The level of theory is ωB97M-V/def2-TZVPD.

Last column: Mulliken charge in e.
Positions of all 18 atoms, in Å:
N  0.2517  0.2000  -1.7413  -0.2673
N  -0.9896  -1.7449  0.2234  -0.6281
N  -0.8924  1.9069  -0.4954  -0.6779
C  -0.1554  -1.1906  1.0156  0.3747
C  -0.4981  -0.3854  2.2274  -1.0147
C  -0.8556  0.8849  -1.2575  0.0402
C  1.5643  0.4615  -1.3897  -0.6576
H  -1.7931  0.3987  -1.5482  0.4427
H  -1.5127  -0.5981  2.5832  0.3229
H  -1.9684  -1.6139  0.5266  0.2260
H  -0.4030  0.6775  1.9919  0.2353
H  1.1374  -1.0651  0.5950  0.1736
H  1.7323  -0.3725  -0.2618  -0.0053
H  2.2915  0.0122  -2.0611  0.2603
H  0.2186  -0.6075  3.0220  0.3304
H  1.7898  1.5060  -1.1870  0.2878
H  0.0532  -0.8057  -1.8302  0.3358
H  0.0296  2.3358  -0.4128  0.2211

- multiplicity = 1
- frontier orbital gap (eV) = 9.47
- molecular weight (Da) = 101.15
- E_HOMO (eV) = -8.49
- LUMO (eV) = 1.0



Run x
This record from the Open Molecules 2025 dataset describes a molecular structure, C4H11N3. The level of theory is ωB97M-V/def2-TZVPD.

Last column: Mulliken charge in e.
Positions of all 18 atoms, in Å:
N  -2.1609  -0.9863  -1.2532  -0.7583
N  -0.9219  -0.5858  -0.7724  0.0048
N  0.6933  1.0302  -0.8176  -0.1400
C  1.8243  -0.7791  0.4003  -1.2353
C  -0.3696  0.4170  -1.3950  -0.2393
C  -0.4808  0.3004  1.4418  -0.9457
C  1.1857  0.5917  0.4302  -0.0976
H  1.8172  1.3601  0.8743  0.4088
H  -0.8069  1.3340  1.5300  0.2702
H  -2.7989  -0.2172  -1.4652  0.2229
H  2.6390  -0.8162  -0.3292  0.3582
H  0.8037  2.0083  -1.0382  0.2429
H  1.0881  -1.5249  0.1082  0.2899
H  -2.5687  -1.6626  -0.6206  0.2322
H  2.2316  -1.0218  1.3813  0.3512
H  -0.8578  0.9504  -2.2112  0.3647
H  0.0079  -0.0208  2.3559  0.3810
H  -1.3253  -0.3775  1.3808  0.2893

- multiplicity = 1
- frontier orbital gap (eV) = 8.64
- molecular weight (Da) = 101.15
- E_HOMO (eV) = -7.63
- LUMO (eV) = 1.0



Which of them is least stable? Easy: run x.